The following is a quantum chemistry calculation of C4H8N3 as an isolated structure, from OMol25.

Each line ends with the Mulliken charge.
Geometry (Å):
1 C -0.9663 1.0938 0.7072  0.6741
2 C -1.0122 1.2916 -0.7969  -0.5369
3 C -0.1324 -0.7978 1.3586  -0.5262
4 C 0.1388 -0.8119 -0.2297  -0.5669
5 N -1.3498 -0.0732 1.2505  -0.4213
6 N 0.4172 1.5024 0.5685  -0.4701
7 N 0.3968 0.7273 -0.5803  0.1134
8 H -1.8469 0.7857 -1.3865  0.2868
9 H -0.9333 2.2118 -1.3011  0.3236
10 H -0.3791 -1.7926 1.6152  0.3691
11 H 0.5699 -0.4683 2.0754  0.3029
12 H 1.0069 -1.3428 -0.4772  0.4387
13 H -0.7022 -1.1869 -0.7244  0.3508
14 H 1.0889 1.3191 1.3226  0.2956
15 H 1.0549 0.7122 -1.3997  0.3665

energy relative to the best compared isomer or geometry (same formula, charge and spin) = 7.771 eV
HOMO level = -14.6 eV
Kohn-Sham gap = 9.84 eV
spin multiplicity = 1
net charge = +1



The following is a quantum chemistry calculation of C36H52CuN3O9S2Sb2Si as an isolated structure, from OMol25.

Each line ends with the Mulliken charge.
Geometry (Å):
1 Cu 0.5501 0.5111 -1.9289  0.3912
2 C -0.4683 0.3191 3.3910  -1.5836
3 Sb 0.0911 -0.7991 1.5558  -0.2047
4 C 2.0338 -1.2585 2.4406  -1.3546
5 C -0.6643 -2.7198 2.4051  -1.6415
6 C -2.1306 -2.8484 2.3760  0.8470
7 C -2.8542 -2.3645 3.4588  -0.5720
8 C -4.2333 -2.4459 3.5202  -0.8279
9 C -4.9143 -3.0488 2.4772  -0.6326
10 C -4.2114 -3.5414 1.3978  -0.7411
11 C -2.8218 -3.4365 1.2955  1.1049
12 C -2.1628 -3.9219 0.0970  -1.9969
13 Sb -1.7700 -2.2408 -1.4322  1.1923
14 C -1.3153 -3.8674 -2.8295  -1.4853
15 C -3.9030 -2.1693 -1.8709  -1.4181
16 H -0.2187 -0.2372 4.2877  0.5361
17 H -1.5341 0.5224 3.3853  0.2948
18 H 0.0660 1.2637 3.4104  0.4348
19 H 1.9211 -1.7161 3.4199  0.6340
20 H 2.6070 -0.3448 2.5232  0.2778
21 H 2.5659 -1.9283 1.7791  0.2867
22 H -0.2992 -2.7532 3.4311  0.6932
23 H -0.1741 -3.4943 1.8226  0.5293
24 H -2.3129 -1.9227 4.2846  0.3096
25 H -4.7661 -2.0541 4.3770  0.4215
26 H -5.9899 -3.1538 2.5181  0.3920
27 H -4.7461 -4.0294 0.5937  0.3104
28 H -2.7703 -4.6596 -0.4171  0.6298
29 H -1.1779 -4.3390 0.2814  0.5901
30 H -2.2017 -4.4796 -2.9913  0.3923
31 H -0.4983 -4.4737 -2.4433  0.3831
32 H -1.0266 -3.3871 -3.7551  0.4148
33 H -4.2694 -3.1524 -2.1620  0.4039
34 H -4.0213 -1.4698 -2.6887  0.4123
35 H -4.4381 -1.8138 -0.9934  0.3626
36 O -1.0275 0.6011 -4.8508  -0.7668
37 S -1.2982 -0.3454 -3.8070  0.7373
38 O -2.1249 0.4031 -2.6315  -0.3350
39 O -0.0666 -0.8610 -3.1872  -0.5255
40 O -2.1424 -1.4385 -4.1901  -0.7975
41 C 3.0715 -3.0420 -1.2992  -1.5920
42 C 3.7643 -1.9097 -2.0502  2.7168
43 C 5.2273 -2.2776 -2.3134  -1.9303
44 C 3.0764 -1.7433 -3.4042  -1.7723
45 Si 3.5097 -0.2464 -1.0911  -1.3368
46 O 2.0349 0.0703 -0.6616  1.6665
47 C 4.6130 -0.0505 0.4626  0.6331
48 C 4.6713 1.2300 1.0039  -0.3680
49 C 5.3316 1.4907 2.1899  -0.7129
50 C 5.9601 0.4612 2.8714  -0.4969
51 C 5.9254 -0.8182 2.3477  -0.7453
52 C 5.2591 -1.0644 1.1582  0.0787
53 C 4.2358 1.0767 -2.2609  0.4608
54 C 5.5840 1.4116 -2.3115  -0.1863
55 C 6.0537 2.3732 -3.1885  -0.7605
56 C 5.1719 3.0226 -4.0362  -0.5303
57 C 3.8239 2.7023 -3.9992  -0.9269
58 C 3.3653 1.7409 -3.1175  -0.0748
59 H 3.1142 -3.9745 -1.8686  0.5101
60 H 2.0272 -2.7796 -1.1356  0.1468
61 H 3.5392 -3.2114 -0.3297  0.2200
62 H 5.2943 -3.1936 -2.9080  0.5062
63 H 5.7766 -2.4359 -1.3871  0.2835
64 H 5.7198 -1.4806 -2.8687  0.3691
65 H 3.1323 -2.6668 -3.9868  0.5372
66 H 3.5550 -0.9502 -3.9769  0.3239
67 H 2.0301 -1.4812 -3.2735  0.1155
68 H 4.1799 2.0316 0.4714  0.3404
69 H 5.3584 2.4977 2.5914  0.3717
70 H 6.4721 0.6551 3.8064  0.3431
71 H 6.4184 -1.6272 2.8741  0.3666
72 H 5.2432 -2.0735 0.7706  0.1133
73 H 6.2760 0.9149 -1.6415  0.4323
74 H 7.1097 2.6202 -3.2138  0.3755
75 H 5.5348 3.7836 -4.7162  0.3436
76 H 3.1317 3.2030 -4.6627  0.4658
77 H 2.3067 1.4930 -3.0735  0.2740
78 C -5.8485 3.3300 4.9870  -1.2423
79 C -5.3108 2.5513 3.8050  -0.4383
80 S -4.3174 3.7144 2.7895  1.2954
81 O -3.0945 3.9814 3.5136  -0.6939
82 O -5.1401 4.8673 2.5172  -0.7235
83 C -3.9297 2.8111 1.2769  -0.3994
84 C -3.0392 3.7091 0.4243  -1.7160
85 N -2.3838 2.9779 -0.6194  0.4370
86 C -1.0685 2.7038 -0.7251  0.8261
87 N -0.7348 2.1081 -1.8411  -0.6654
88 C -1.9478 1.8179 -2.5819  0.4405
89 C -3.0240 2.4806 -1.7821  -0.6460
90 N -4.2899 2.6200 -2.1275  0.9721
91 O -5.1155 3.1819 -1.3386  -0.8547
92 O -4.6677 2.1915 -3.2463  -0.8124
93 C -0.0636 3.0568 0.3159  -0.9391
94 H -6.4395 2.6967 5.6474  0.3880
95 H -6.4619 4.1506 4.6202  0.3318
96 H -5.0134 3.7520 5.5426  0.3186
97 H -6.1016 2.1715 3.1635  0.4275
98 H -4.6393 1.7500 4.1030  0.2813
99 H -4.8501 2.6034 0.7314  0.5598
100 H -3.4221 1.9001 1.5839  0.3211
101 H -2.2851 4.1860 1.0545  0.7170
102 H -3.6808 4.4739 -0.0248  0.2054
103 H -1.8827 2.1452 -3.6289  0.6307
104 H 0.1386 4.1281 0.3203  0.3768
105 H 0.8512 2.5127 0.0929  -0.2556
106 H -0.4151 2.7668 1.3035  0.1974

energy relative to the best compared isomer or geometry (same formula, charge and spin) = 1.703 eV
HOMO level = -2.0 eV
Kohn-Sham gap = 5.87 eV
spin multiplicity = 1
net charge = -2